1.
A molecular structure, C24H72BrF2IN5O17P2 in a non-equilibrium geometry. Source: OMol25; level of theory: wB97M-V/def2-TZVPD.

ORCA input file:
```
! wB97M-V def2-TZVPD RIJCOSX def2/J DEFGRID3
* xyz 1 1
C -0.08 5.56 0.40
C 0.80 4.44 1.18
C 1.46 3.41 0.13
C 1.36 1.87 0.66
C 2.71 1.84 1.49
C 1.05 0.80 -0.46
I 2.67 1.46 -1.88
C -0.38 1.16 -1.13
N -1.18 2.19 -0.48
F -0.06 1.75 -2.41
C -1.34 -0.06 -1.48
C -1.36 -1.35 -0.53
Br -1.31 -2.82 -1.95
C -2.77 -1.69 0.09
C -3.90 -0.59 0.13
C -4.80 -0.51 -1.15
C -5.06 -1.58 -2.10
C -5.89 -1.42 -3.31
C -6.52 -0.14 -3.60
C -6.30 0.94 -2.62
C -5.47 0.79 -1.43
N -0.16 -1.43 0.41
C 0.24 -2.82 0.86
C -0.75 -4.00 1.08
C 0.03 -5.06 2.00
F -0.37 -6.38 1.73
P -0.56 -0.70 2.02
N -1.61 0.44 1.93
O -1.25 -1.82 3.08
O 0.70 -0.17 2.93
C 1.13 -0.77 -0.22
N 2.20 -1.03 0.70
C 3.36 -1.54 0.58
C 4.69 -0.79 0.16
C 3.70 -3.05 0.98
P 1.79 -1.58 -1.83
N 1.18 -1.11 -3.22
H 0.53 6.42 0.03
H -0.81 5.94 1.16
H -0.69 5.03 -0.40
H 0.10 3.95 1.89
H 1.63 5.02 1.69
H 0.89 3.59 -0.81
H 2.52 3.76 0.04
H 0.53 1.92 1.40
H 3.62 2.13 0.89
H 2.89 0.93 2.12
H 2.61 2.68 2.23
H -1.34 3.00 -1.09
H -2.07 1.89 -0.11
H -2.37 0.41 -1.61
H -1.15 -0.31 -2.57
H -2.76 -2.07 1.16
H -3.31 -2.55 -0.40
H -4.61 -0.81 0.98
H -3.54 0.46 0.31
H -4.59 -2.58 -1.96
H -6.02 -2.28 -4.02
H -7.12 -0.03 -4.53
H -6.78 1.93 -2.85
H -5.37 1.68 -0.77
H 0.74 -2.75 1.88
H 1.05 -3.31 0.24
H -1.01 -4.63 0.18
H -1.70 -3.83 1.63
H -0.27 -4.81 3.06
H 1.13 -4.89 1.93
H -1.30 1.32 2.33
H -1.46 -1.27 3.86
H 0.60 -0.33 3.88
H 5.00 -1.11 -0.88
H 5.54 -1.10 0.83
H 4.60 0.32 0.19
H 2.96 -3.33 1.78
H 3.47 -3.64 0.04
H 4.77 -3.18 1.28
H 1.57 -3.00 -1.82
H 3.19 -1.43 -2.04
H 0.71 -1.87 -3.72
O -2.92 3.22 2.93
H -2.96 2.26 3.01
H -3.62 3.53 3.52
O 5.82 3.05 0.91
H 5.77 3.11 1.87
H 5.90 3.97 0.62
O -1.25 8.30 0.95
H -2.20 8.24 0.81
H -0.87 7.97 0.13
O -0.92 5.63 3.80
H -1.69 5.37 4.32
H -1.19 6.48 3.41
O -4.64 -5.07 -1.87
H -3.82 -4.74 -2.26
H -4.48 -6.02 -1.76
O -1.58 5.60 -2.16
H -2.53 5.54 -2.30
H -1.20 5.27 -2.98
O -4.21 -7.75 -0.18
H -4.16 -8.57 0.33
H -4.93 -7.26 0.23
O 5.97 -2.24 -2.23
H 6.82 -2.69 -2.13
H 5.91 -2.05 -3.18
O -7.07 -8.47 -1.00
H -6.14 -8.28 -1.19
H -7.53 -7.65 -1.22
O -2.49 6.86 5.76
H -1.59 7.02 5.47
H -2.82 7.73 6.00
O 5.21 -1.14 -4.74
H 4.27 -1.19 -4.96
H 5.42 -0.21 -4.87
O 7.69 4.87 -0.02
H 8.50 5.19 -0.44
H 7.84 3.93 0.10
O 1.94 6.99 -1.96
H 2.41 6.30 -1.49
H 1.15 6.54 -2.30
O 0.03 -9.61 1.17
H 0.94 -9.46 0.88
H -0.27 -8.73 1.44
O 8.21 -4.07 -0.81
H 8.72 -4.43 -1.55
H 8.20 -4.78 -0.16
*
```

HOMO	-11.0	eV
HOMO-LUMO gap	7.557	eV
total energy	-170455.2630	eV

Löwdin atomic charge list, values in e, 5 entries: -0.112, -0.196, -0.265, -0.397, -0.122

2.
12 unconnected molecules or ions with the total composition C24H72N2O12 in a non-equilibrium geometry. Source: OMol25; level of theory: wB97M-V/def2-TZVPD.

ORCA input file:
```
! wB97M-V def2-TZVPD RIJCOSX def2/J DEFGRID3
* xyz 0 1
N 9.14 -3.62 0.64
C 8.87 -2.63 1.46
N 9.15 -2.95 2.74
O 8.25 -1.48 1.08
H 8.98 -3.44 -0.33
H 9.54 -4.49 1.00
H 8.93 -2.23 3.55
H 9.50 -3.89 3.02
C 9.78 0.52 2.91
C 10.61 1.12 4.00
C 12.13 1.17 3.65
O 10.35 2.27 4.39
H 8.83 0.32 3.24
H 10.19 -0.45 2.59
H 9.72 1.10 2.02
H 10.38 0.45 4.83
H 12.65 1.07 4.54
H 12.45 2.11 3.22
H 12.45 0.28 3.09
H 10.98 2.53 5.05
C 4.17 -0.22 4.93
C 4.92 -1.58 4.98
C 5.51 -2.06 3.68
O 5.73 -1.74 5.87
H 3.57 -0.05 5.78
H 3.72 -0.32 4.03
H 4.99 0.49 4.77
H 4.08 -2.17 5.31
H 4.79 -1.93 2.89
H 5.84 -3.08 3.72
H 6.42 -1.43 3.46
H 5.19 -2.06 6.57
C 8.83 -5.74 4.86
C 10.04 -6.19 5.67
C 9.83 -7.49 6.40
O 11.05 -6.35 5.02
H 7.92 -5.98 5.39
H 8.71 -6.33 3.99
H 8.90 -4.68 4.69
H 10.32 -5.39 6.41
H 10.74 -8.08 6.63
H 9.02 -8.15 6.00
H 9.36 -7.25 7.38
H 11.79 -6.27 5.64
C 4.49 -5.09 1.50
C 5.90 -4.73 1.33
C 6.80 -5.67 2.05
O 6.33 -4.43 0.22
H 4.30 -5.66 2.42
H 4.13 -5.76 0.71
H 3.81 -4.24 1.45
H 5.94 -3.81 1.94
H 6.74 -6.67 1.58
H 6.53 -5.81 3.13
H 7.84 -5.32 2.04
H 7.08 -3.84 0.34
C 8.98 -7.76 0.29
C 8.87 -6.89 -0.95
C 10.16 -6.31 -1.35
O 8.36 -7.41 -2.01
H 8.00 -7.98 0.68
H 9.68 -7.35 0.92
H 9.35 -8.71 0.00
H 8.28 -6.00 -0.66
H 10.45 -5.74 -0.50
H 10.20 -5.79 -2.25
H 11.01 -6.99 -1.48
H 7.84 -6.73 -2.42
C 11.96 -1.62 0.14
C 12.39 -3.11 0.28
C 12.56 -3.91 -0.94
O 13.42 -3.32 0.95
H 11.09 -1.55 -0.44
H 12.77 -1.08 -0.18
H 11.56 -1.25 1.11
H 11.57 -3.49 0.82
H 11.76 -3.92 -1.66
H 12.69 -4.92 -0.71
H 13.45 -3.51 -1.44
H 13.27 -3.13 1.89
C 11.70 -5.92 2.19
O 10.36 -5.63 2.45
H 11.96 -6.91 2.55
H 12.13 -5.05 2.67
H 11.83 -5.85 1.09
H 10.28 -5.80 3.42
C 7.60 2.03 0.48
O 7.55 0.88 -0.27
H 7.08 1.92 1.39
H 7.27 3.01 -0.03
H 8.66 2.29 0.64
H 7.84 0.14 0.35
C 12.17 -3.00 4.75
O 11.87 -2.66 3.36
H 12.06 -2.12 5.29
H 13.17 -3.34 4.74
H 11.66 -3.78 5.17
H 10.96 -2.54 3.21
C 7.78 -2.21 -2.10
O 8.53 -3.40 -1.83
H 6.72 -2.36 -1.72
H 7.78 -2.09 -3.15
H 8.17 -1.33 -1.53
H 8.15 -4.16 -2.33
C 9.18 -2.24 6.35
O 8.35 -2.09 5.25
H 9.24 -3.24 6.64
H 8.68 -1.78 7.14
H 10.13 -1.72 6.14
H 7.47 -1.95 5.55
*
```

HOMO	-8.9	eV
HOMO-LUMO gap	8.836	eV
total energy	-53594.6319	eV
relative energy (zero: lowest compared OMol25 entry of this formula, charge and spin)	197.5	kcal/mol

Löwdin atomic charge list, values in e, 5 entries: 0.183, -0.557, 0.147, -0.087, 0.033

3.
8 unconnected molecules or ions with the total composition C24H72O32P8 in a non-equilibrium geometry. Source: OMol25; level of theory: wB97M-V/def2-TZVPD.

ORCA input file:
```
! wB97M-V def2-TZVPD RIJCOSX def2/J DEFGRID3
* xyz 0 1
C -3.29 -2.80 8.17
O -3.48 -1.86 7.12
P -2.53 -1.97 5.83
O -1.11 -2.18 6.14
O -3.17 -3.14 4.94
C -4.48 -3.04 4.38
O -2.91 -0.64 5.01
C -2.31 -0.48 3.72
H -2.33 -3.32 8.19
H -4.04 -3.59 8.13
H -3.41 -2.25 9.10
H -5.11 -2.36 4.96
H -4.88 -4.05 4.43
H -4.44 -2.74 3.33
H -1.83 0.49 3.76
H -2.98 -0.51 2.86
H -1.61 -1.30 3.51
C -0.52 -6.46 -2.13
O 0.47 -5.63 -1.52
P 0.29 -4.04 -1.43
O 1.43 -3.33 -0.83
O -1.16 -3.85 -0.75
C -1.27 -4.30 0.60
O 0.02 -3.58 -2.93
C 1.04 -3.69 -3.94
H -0.74 -6.04 -3.12
H -1.43 -6.48 -1.53
H -0.10 -7.45 -2.28
H -1.57 -3.43 1.18
H -0.43 -4.85 1.02
H -2.06 -5.06 0.65
H 1.57 -2.74 -3.99
H 0.52 -3.87 -4.87
H 1.66 -4.56 -3.74
C 0.00 -0.64 -4.68
O -0.86 0.29 -5.33
P -2.43 0.30 -5.05
O -2.88 -0.53 -3.93
O -3.09 -0.13 -6.44
C -2.68 0.51 -7.66
O -2.74 1.84 -4.88
C -4.09 2.26 -4.74
H 0.79 -0.12 -4.15
H 0.53 -1.23 -5.44
H -0.57 -1.31 -4.04
H -1.91 1.27 -7.51
H -3.57 1.00 -8.06
H -2.31 -0.26 -8.33
H -4.43 2.73 -5.66
H -4.15 2.99 -3.93
H -4.79 1.47 -4.46
C 1.65 -0.56 5.57
O 2.86 -0.61 4.81
P 4.28 -1.00 5.45
O 5.30 -0.91 4.39
O 4.42 0.01 6.65
C 5.73 0.19 7.25
O 3.99 -2.43 6.15
C 4.73 -3.56 5.67
H 1.30 -1.56 5.83
H 0.95 -0.05 4.91
H 1.73 0.11 6.43
H 5.60 0.12 8.33
H 5.99 1.22 7.03
H 6.47 -0.49 6.85
H 4.13 -4.16 4.98
H 4.91 -4.19 6.54
H 5.62 -3.29 5.12
C -0.23 3.40 -2.53
O 0.53 2.76 -3.57
P 2.03 3.20 -3.90
O 2.72 4.00 -2.87
O 2.74 1.83 -4.24
C 4.04 1.83 -4.80
O 1.96 3.87 -5.36
C 1.72 5.26 -5.55
H -1.09 3.98 -2.86
H 0.48 3.92 -1.90
H -0.66 2.61 -1.91
H 4.00 1.77 -5.89
H 4.59 0.95 -4.49
H 4.69 2.67 -4.55
H 1.81 5.78 -4.60
H 0.76 5.49 -6.02
H 2.54 5.64 -6.16
C 2.38 -0.53 -1.21
O 3.73 -1.01 -1.21
P 4.55 -1.24 0.14
O 5.89 -1.78 -0.09
O 4.52 0.16 0.89
C 5.30 1.24 0.38
O 3.51 -2.08 0.99
C 3.94 -2.84 2.16
H 2.37 0.34 -1.87
H 2.08 -0.20 -0.22
H 1.68 -1.32 -1.51
H 5.76 1.75 1.23
H 4.62 1.94 -0.10
H 6.10 0.91 -0.29
H 4.99 -2.71 2.40
H 3.61 -3.86 1.93
H 3.28 -2.49 2.95
C -6.29 4.68 -2.62
O -4.86 4.75 -2.50
P -4.22 4.66 -1.04
O -2.75 4.78 -1.03
O -5.01 5.78 -0.20
C -5.04 5.76 1.22
O -4.75 3.30 -0.41
C -4.01 2.08 -0.55
H -6.57 3.76 -3.15
H -6.68 5.57 -3.10
H -6.76 4.53 -1.65
H -4.66 6.68 1.66
H -4.49 4.89 1.59
H -6.08 5.61 1.54
H -3.02 2.28 -0.97
H -4.54 1.35 -1.17
H -3.83 1.69 0.45
C 1.94 2.43 -0.08
O 0.59 2.38 0.39
P -0.09 0.99 0.77
O -1.49 1.09 1.23
O 0.16 0.08 -0.51
C -0.88 -0.18 -1.44
O 0.99 0.37 1.81
C 0.94 -1.03 2.07
H 2.20 3.49 -0.03
H 2.03 2.10 -1.12
H 2.63 1.81 0.49
H -0.90 -1.24 -1.67
H -0.76 0.45 -2.33
H -1.89 0.01 -1.07
H 1.80 -1.50 1.59
H 0.05 -1.52 1.69
H 1.02 -1.23 3.14
*
```

HOMO	-9.7	eV
HOMO-LUMO gap	10.211	eV
total energy	-165904.3698	eV
relative energy (zero: lowest compared OMol25 entry of this formula, charge and spin)	19.7	kcal/mol

Löwdin atomic charge list, values in e, 5 entries: -0.106, -0.213, 0.404, -0.224, -0.228

4.
13 unconnected molecules or ions with the total composition C24H74O13 in a non-equilibrium geometry. Source: OMol25; level of theory: wB97M-V/def2-TZVPD.

ORCA input file:
```
! wB97M-V def2-TZVPD RIJCOSX def2/J DEFGRID3
* xyz 0 1
C -1.99 -4.06 -0.40
O -3.36 -4.39 -0.21
H -1.83 -3.40 -1.27
H -1.62 -3.51 0.46
H -1.38 -4.96 -0.51
H -3.55 -5.14 -0.77
C 0.36 1.80 -5.05
O 1.64 1.82 -5.70
H 0.17 0.80 -4.66
H 0.35 2.50 -4.22
H -0.42 2.09 -5.75
H 1.48 1.51 -6.59
C 0.53 -3.90 3.78
O 0.22 -4.17 5.12
H 1.59 -3.75 3.64
H 0.26 -4.72 3.08
H -0.05 -3.07 3.35
H -0.70 -4.44 5.16
C -5.00 3.07 -2.87
C -3.76 3.83 -2.44
C -3.02 3.20 -1.28
O -2.94 3.95 -3.60
H -5.73 2.99 -2.05
H -4.76 2.07 -3.23
H -5.55 3.66 -3.61
H -4.14 4.84 -2.19
H -2.01 3.60 -1.19
H -2.96 2.12 -1.38
H -3.54 3.40 -0.33
H -2.15 4.44 -3.34
C 0.94 -0.37 1.13
C 0.86 -0.53 -0.36
C -0.51 -0.29 -0.92
O 1.73 0.43 -0.95
H 1.97 -0.55 1.46
H 0.36 -1.17 1.62
H 0.54 0.57 1.48
H 1.19 -1.52 -0.68
H -0.52 -0.45 -2.00
H -0.87 0.73 -0.72
H -1.25 -0.93 -0.43
H 2.62 0.30 -0.53
C -1.93 -0.77 4.29
C -2.63 0.09 3.22
C -2.01 1.50 3.15
O -2.41 -0.57 1.91
H -1.72 -0.18 5.20
H -1.01 -1.14 3.87
H -2.54 -1.61 4.64
H -3.70 0.19 3.45
H -1.87 1.93 4.15
H -2.69 2.15 2.59
H -1.05 1.46 2.64
H -3.26 -1.02 1.65
C 0.22 4.47 0.98
C 1.09 4.06 -0.18
C 2.48 3.65 0.30
O 0.47 3.01 -0.93
H 0.80 5.06 1.70
H -0.12 3.57 1.52
H -0.67 5.00 0.65
H 1.23 4.91 -0.86
H 2.98 4.48 0.80
H 3.11 3.36 -0.55
H 2.41 2.77 0.96
H 0.92 2.16 -0.72
C 3.32 -1.59 4.10
C 4.36 -0.52 3.81
C 4.83 0.21 5.06
O 5.52 -1.16 3.15
H 3.77 -2.26 4.85
H 3.00 -2.06 3.19
H 2.49 -1.14 4.65
H 4.01 0.17 3.03
H 5.79 0.70 4.93
H 4.87 -0.51 5.89
H 4.13 0.99 5.39
H 5.87 -1.81 3.77
C -6.07 -0.40 0.81
C -5.39 -1.55 0.16
C -4.48 -1.11 -0.96
O -4.64 -2.23 1.23
H -5.31 0.22 1.29
H -6.79 -0.76 1.54
H -6.61 0.18 0.06
H -6.13 -2.28 -0.20
H -3.66 -0.50 -0.59
H -5.02 -0.50 -1.69
H -4.09 -1.98 -1.49
H -4.21 -3.02 0.85
C 3.20 -3.18 -2.47
C 2.80 -2.80 -3.90
C 1.52 -1.99 -3.89
O 3.82 -2.03 -4.52
H 3.55 -2.29 -1.94
H 3.96 -3.96 -2.46
H 2.33 -3.53 -1.90
H 2.67 -3.72 -4.48
H 1.24 -1.68 -4.90
H 1.70 -1.06 -3.35
H 0.69 -2.54 -3.44
H 4.36 -1.61 -3.83
O 4.42 -0.07 0.01
H 4.94 0.59 0.50
H 4.81 -0.93 0.27
O 5.20 0.12 -2.90
H 4.58 0.84 -3.18
H 5.01 0.00 -1.95
O 3.14 2.09 -3.24
H 2.50 1.69 -2.61
H 2.68 2.08 -4.11
*
```

HOMO	-9.6	eV
HOMO-LUMO gap	9.839	eV
total energy	-52705.1903	eV
relative energy (zero: lowest compared OMol25 entry of this formula, charge and spin)	17.2	kcal/mol

Löwdin atomic charge list, values in e, 5 entries: -0.136, -0.127, 0.075, 0.078, 0.083